{
  "formula": "C46H113NO10P2S3",
  "method": "the ωB97M-V functional and the def2-TZVPD basis",
  "symbols": ["C", "C", "C", "C", "C", "C", "C", "C", "C", "C", "P", "C", "C", "C", "C", "N", "C", "C", "C", "C", "C", "S", "S", "C", "C", "C", "P", "O", "O", "S", "H", "H", "H", "H", "H", "H", "H", "H", "H", "H", "H", "H", "H", "H", "H", "H", "H", "H", "H", "H", "H", "H", "H", "H", "H", "H", "H", "H", "H", "H", "H", "H", "H", "H", "H", "H", "H", "H", "H", "H", "H", "H", "H", "H", "H", "H", "H", "H", "H", "C", "C", "C", "O", "H", "H", "H", "H", "H", "H", "H", "H", "C", "C", "C", "O", "H", "H", "H", "H", "H", "H", "H", "H", "C", "C", "C", "O", "H", "H", "H", "H", "H", "H", "H", "H", "C", "C", "C", "O", "H", "H", "H", "H", "H", "H", "H", "H", "C", "C", "C", "O", "H", "H", "H", "H", "H", "H", "H", "H", "C", "C", "C", "O", "H", "H", "H", "H", "H", "H", "H", "H", "C", "C", "C", "O", "H", "H", "H", "H", "H", "H", "H", "H", "C", "C", "C", "O", "H", "H", "H", "H", "H", "H", "H", "H"],
  "positions_angstrom": [[-5.8054, 3.1055, -2.0165], [-5.0630, 4.3879, -1.6143], [-3.7552, 4.5927, -2.3802], [-3.9336, 5.1044, -3.8207], [-3.0125, 4.4457, -4.8501], [-3.1137, 2.9151, -4.9197], [-1.7626, 2.2148, -4.9805], [-1.8603, 0.7416, -5.3449], [-0.5015, 0.0570, -5.3699], [-0.5862, -1.4205, -5.7930], [0.6848, -2.4280, -4.9900], [-0.3661, -2.8593, -3.4944], [0.3595, -3.7301, -2.4693], [1.2442, -2.9976, -1.4408], [0.7144, -1.6056, -1.1042], [1.1423, -1.0210, 0.1872], [0.0127, -0.5403, 1.0022], [-0.7254, 0.6376, 0.3501], [0.1806, 1.7503, -0.1843], [0.5773, 2.7965, 0.8485], [2.1233, -1.7050, 0.9125], [1.7999, -2.8168, 2.0840], [3.7853, -1.3260, 0.6219], [3.7812, 0.1751, -0.3826], [4.2304, 1.4446, 0.3854], [4.3814, 1.2999, 1.8978], [2.1855, -2.2248, -6.7708], [1.4057, -2.6368, -8.1448], [2.4765, -0.6668, -7.1113], [3.8011, -3.2441, -6.4145], [-6.3162, 2.6641, -1.1615], [-6.5540, 3.2879, -2.7883], [-5.1129, 2.3490, -2.3918], [-4.8385, 4.3581, -0.5463], [-5.7025, 5.2561, -1.7995], [-3.2016, 3.6485, -2.3805], [-3.1409, 5.3112, -1.8314], [-4.9748, 5.0026, -4.1446], [-3.7186, 6.1760, -3.8222], [-3.2459, 4.8503, -5.8380], [-1.9808, 4.7436, -4.6327], [-3.7041, 2.6226, -5.7938], [-3.6490, 2.5358, -4.0459], [-1.1130, 2.7247, -5.7019], [-1.2771, 2.3239, -4.0021], [-2.5139, 0.2183, -4.6376], [-2.3272, 0.6480, -6.3326], [-0.0624, 0.1409, -4.3678], [0.1540, 0.5796, -6.0694], [-1.5609, -1.8269, -5.5155], [-0.4944, -1.5220, -6.8738], [1.6833, -1.7908, -4.2034], [0.7639, -3.8064, -5.3301], [-1.2000, -3.4328, -3.9171], [-0.8122, -1.9674, -3.0446], [0.9652, -4.4778, -2.9941], [-0.3876, -4.3051, -1.9164], [1.2886, -3.6143, -0.5436], [2.2708, -2.9186, -1.8068], [0.9729, -0.9184, -1.9218], [-0.3770, -1.6313, -1.0681], [0.4292, -0.2296, 1.9614], [-0.7038, -1.3527, 1.1813], [-1.3762, 0.2738, -0.4487], [-1.3710, 1.0497, 1.1318], [-0.3269, 2.2497, -1.0143], [1.0827, 1.3046, -0.5988], [-0.3103, 3.2312, 1.3147], [1.1807, 2.3610, 1.6490], [1.1520, 3.6014, 0.3914], [2.7804, 0.2944, -0.7794], [4.4388, -0.0297, -1.2280], [5.1515, 1.8318, -0.0525], [3.4653, 2.2082, 0.2259], [3.4150, 1.1580, 2.3839], [4.8009, 2.2235, 2.3017], [5.0543, 0.4932, 2.1860], [1.0110, -3.5210, -8.0807], [3.4222, -0.5553, -7.2904], [3.2340, 4.9614, -4.4364], [2.4614, 4.6426, -3.1668], [3.0654, 3.4724, -2.4085], [1.0857, 4.3991, -3.4534], [3.2171, 4.1026, -5.1137], [2.7857, 5.8099, -4.9531], [4.2760, 5.1973, -4.2155], [2.4571, 5.5243, -2.5208], [3.0315, 2.5610, -3.0141], [2.4979, 3.2910, -1.4940], [4.1050, 3.6667, -2.1393], [1.0380, 3.6269, -4.0286], [-0.2160, -0.4035, 5.4273], [-1.5112, -1.1728, 5.2378], [-1.3582, -2.6316, 5.6330], [-1.9559, -1.0683, 3.8799], [0.5597, -0.8352, 4.7843], [-0.3434, 0.6415, 5.1395], [0.1254, -0.4408, 6.4620], [-2.2991, -0.7164, 5.8370], [-0.5996, -3.1106, 5.0052], [-2.2986, -3.1659, 5.4951], [-1.0554, -2.7187, 6.6766], [-1.2760, -1.4740, 3.3273], [-2.1936, -1.9303, 10.5618], [-1.1381, -1.4912, 9.5616], [-0.0957, -0.5834, 10.1860], [-1.7387, -0.8695, 8.4250], [-2.7299, -1.0587, 10.9487], [-2.9190, -2.5924, 10.0886], [-1.7406, -2.4522, 11.4057], [-0.6390, -2.3738, 9.1514], [-0.5579, 0.3324, 10.5677], [0.6504, -0.2984, 9.4440], [0.4180, -1.0860, 11.0044], [-2.1993, -0.0754, 8.7184], [2.0611, 6.5883, -0.3638], [1.9186, 6.5238, 1.1494], [2.3812, 7.8079, 1.8177], [2.6204, 5.3976, 1.6736], [3.1119, 6.7299, -0.6361], [1.7130, 5.6618, -0.8235], [1.4882, 7.4177, -0.7808], [0.8734, 6.3371, 1.4064], [3.4396, 7.9833, 1.6032], [2.2612, 7.7404, 2.8988], [1.8153, 8.6676, 1.4561], [3.5565, 5.5105, 1.4733], [-7.1882, -0.7315, 2.2763], [-6.4384, -0.1346, 1.0971], [-5.2162, 0.6522, 1.5439], [-7.3021, 0.6829, 0.3065], [-7.5425, 0.0646, 2.9378], [-8.0542, -1.2971, 1.9324], [-6.5455, -1.3939, 2.8575], [-6.1270, -0.9347, 0.4219], [-5.5200, 1.4850, 2.1855], [-4.6911, 1.0640, 0.6811], [-4.5235, 0.0256, 2.1077], [-7.6098, 1.4095, 0.8601], [2.3049, -4.0382, 8.3484], [2.6935, -2.6189, 8.7281], [4.0844, -2.2590, 8.2340], [2.5896, -2.4244, 10.1395], [2.9976, -4.7529, 8.8030], [1.2999, -4.2688, 8.7032], [2.3329, -4.1787, 7.2669], [1.9674, -1.9216, 8.3024], [4.8276, -2.9231, 8.6855], [4.3342, -1.2341, 8.5082], [4.1549, -2.3579, 7.1499], [3.2147, -3.0174, 10.5712], [-3.2324, -2.5692, -9.3159], [-1.7976, -3.0575, -9.2135], [-1.4054, -3.9334, -10.3907], [-1.5911, -3.7480, -7.9767], [-3.9214, -3.4190, -9.3228], [-3.4840, -1.9365, -8.4643], [-3.3890, -1.9988, -10.2322], [-1.1219, -2.2005, -9.1618], [-2.0427, -4.8218, -10.4293], [-0.3697, -4.2613, -10.2986], [-1.5147, -3.3960, -11.3332], [-2.1594, -4.5264, -7.9634], [3.6889, -6.9839, 3.1090], [4.7220, -6.5876, 2.0657], [5.7657, -5.6405, 2.6373], [4.0907, -6.0096, 0.9262], [3.1585, -6.0953, 3.4643], [2.9560, -7.6672, 2.6796], [4.1578, -7.4679, 3.9675], [5.2157, -7.4850, 1.6850], [5.2848, -4.7194, 2.9801], [6.4983, -5.3766, 1.8745], [6.2877, -6.0899, 3.4839], [3.6438, -5.2113, 1.2312]],
  "forces_ev_per_a": [[-0.05, 0.11, 0.12], [0.09, -0.13, -0.25], [0.05, 0.15, 0.00], [0.02, 0.00, 0.00], [0.05, 0.00, 0.03], [-0.07, -0.02, -0.04], [0.07, 0.08, 0.06], [-0.01, -0.02, -0.13], [0.05, -0.08, 0.08], [-0.33, 0.34, -0.30], [-0.40, -0.24, 0.47], [-0.02, -0.13, -0.20], [-0.13, 0.02, 0.16], [0.12, 0.01, -0.18], [0.14, 0.14, -0.06], [-0.11, -0.12, 0.27], [0.07, 0.08, -0.16], [0.23, -0.03, 0.16], [-0.15, 0.10, -0.10], [-0.10, -0.19, 0.09], [-0.23, 0.09, 0.22], [0.03, 0.06, 0.11], [0.01, -0.42, -0.34], [0.29, 0.12, -0.03], [-0.35, 0.01, 0.10], [0.22, 0.34, 0.02], [0.22, -0.12, 0.00], [-0.11, -0.11, 0.00], [0.12, 0.02, -0.03], [-0.03, 0.06, -0.05], [-0.09, -0.02, -0.06], [0.06, -0.04, -0.07], [-0.01, -0.01, 0.03], [-0.04, 0.04, 0.02], [-0.02, 0.01, 0.22], [0.04, 0.04, 0.06], [0.09, -0.06, -0.03], [0.00, -0.13, 0.07], [-0.16, 0.03, -0.09], [0.10, 0.11, 0.02], [0.00, -0.09, 0.05], [-0.03, 0.01, 0.04], [-0.07, -0.03, -0.09], [-0.03, -0.02, -0.04], [0.06, -0.01, -0.02], [-0.02, 0.04, -0.01], [-0.03, -0.02, 0.04], [0.05, 0.06, -0.04], [0.14, 0.04, 0.14], [0.06, -0.08, 0.05], [-0.02, 0.03, 0.00], [0.11, -0.06, -0.18], [0.17, 0.04, -0.01], [0.00, 0.00, 0.03], [0.03, -0.01, -0.05], [0.02, 0.01, 0.02], [-0.02, 0.03, 0.02], [-0.01, 0.05, 0.00], [0.00, 0.04, 0.00], [-0.04, 0.04, 0.05], [0.01, -0.09, 0.05], [-0.06, -0.01, 0.02], [0.03, 0.01, 0.09], [0.00, -0.03, 0.02], [-0.17, -0.06, -0.12], [0.00, 0.02, 0.01], [0.04, -0.03, -0.15], [0.02, 0.05, -0.02], [0.04, 0.05, 0.00], [0.04, 0.01, 0.11], [-0.12, -0.08, 0.01], [0.02, 0.03, 0.04], [0.04, -0.09, 0.03], [0.10, 0.04, -0.11], [0.03, -0.19, -0.01], [-0.04, 0.03, -0.01], [-0.08, -0.03, 0.00], [0.05, 0.14, -0.02], [-0.10, 0.03, 0.00], [-0.07, -0.01, -0.05], [0.19, 0.04, -0.13], [-0.12, 0.03, 0.11], [-0.04, 0.02, 0.04], [0.03, -0.01, -0.01], [0.00, 0.00, 0.01], [0.00, -0.01, 0.01], [0.04, -0.18, -0.29], [0.03, 0.02, -0.03], [0.02, -0.01, -0.02], [0.01, -0.01, -0.01], [-0.06, -0.01, -0.01], [0.08, 0.07, -0.15], [0.10, -0.08, 0.01], [-0.04, -0.03, -0.03], [-0.01, 0.04, -0.02], [0.04, -0.01, 0.05], [-0.02, 0.00, 0.01], [-0.05, -0.04, 0.01], [-0.02, -0.01, -0.04], [0.02, 0.01, 0.02], [0.00, 0.01, 0.01], [0.00, 0.01, -0.01], [-0.02, -0.02, 0.01], [-0.05, -0.01, -0.05], [0.04, 0.03, 0.07], [0.04, 0.06, -0.02], [-0.07, -0.01, -0.07], [0.02, -0.01, 0.03], [0.01, 0.00, 0.00], [0.01, 0.01, 0.00], [-0.01, 0.00, 0.02], [-0.05, -0.04, 0.02], [0.01, 0.01, 0.02], [0.02, 0.02, -0.01], [0.03, -0.01, 0.05], [-0.08, -0.10, 0.16], [0.03, 0.11, -0.09], [0.01, -0.03, 0.07], [0.03, -0.05, 0.00], [0.01, 0.03, 0.01], [-0.07, 0.11, 0.21], [-0.01, 0.00, -0.01], [0.01, -0.02, -0.01], [-0.01, 0.02, -0.02], [0.00, 0.00, -0.01], [0.00, 0.00, -0.01], [0.00, 0.01, 0.02], [-0.07, -0.02, -0.04], [0.08, 0.07, 0.11], [0.03, -0.01, -0.06], [-0.03, -0.02, -0.04], [0.03, -0.01, 0.02], [0.01, 0.00, 0.00], [0.01, 0.01, 0.00], [-0.01, 0.01, 0.00], [0.01, -0.02, 0.02], [-0.01, 0.00, -0.01], [0.01, 0.00, 0.02], [-0.01, -0.02, 0.01], [-0.05, 0.00, 0.04], [0.04, -0.07, -0.04], [0.01, 0.06, 0.04], [-0.04, 0.01, 0.01], [0.01, 0.00, -0.03], [0.00, 0.00, -0.01], [0.00, 0.01, 0.00], [0.01, 0.00, 0.01], [0.00, -0.01, -0.03], [-0.01, -0.01, 0.00], [-0.01, -0.01, 0.00], [0.01, 0.00, -0.03], [-0.01, 0.00, 0.08], [-0.08, 0.05, -0.10], [0.04, -0.04, 0.06], [0.19, -0.02, 0.11], [0.00, 0.01, -0.03], [0.01, 0.00, -0.01], [0.01, -0.01, 0.00], [0.00, -0.03, 0.01], [-0.01, 0.01, -0.02], [0.00, 0.01, -0.02], [0.00, 0.00, 0.01], [0.00, 0.01, -0.03], [-0.05, -0.02, -0.04], [0.02, 0.01, 0.06], [0.02, 0.03, -0.05], [0.01, -0.04, 0.05], [0.02, 0.00, 0.02], [0.01, 0.00, 0.00], [0.01, 0.01, 0.00], [-0.01, 0.01, -0.01], [0.00, -0.01, 0.02], [-0.01, -0.01, 0.00], [-0.01, 0.00, 0.00], [-0.08, 0.12, -0.07]],
  "mulliken_charge": [-0.74, -0.82, -0.04, -0.87, -0.77, 0.07, 0.17, -0.90, -0.25, -0.64, 0.48, -1.16, -1.19, -0.46, -0.54, 0.70, -1.29, -1.18, 1.38, -0.71, -0.02, -0.17, -0.21, 0.32, 0.54, -1.59, 0.51, -0.52, -0.55, -0.44, 0.12, 0.36, 0.09, 0.42, 0.34, -0.06, 0.45, 0.36, 0.35, 0.36, 0.24, 0.57, -0.40, 0.35, -0.38, 0.40, 0.25, -0.20, 0.50, 0.65, 0.28, -0.13, 0.03, 0.50, 0.40, 0.39, 0.44, 0.33, 0.39, -0.05, 0.45, 0.65, 0.36, 0.48, 0.54, 0.05, -0.80, 0.58, 0.10, -0.47, -0.73, 0.62, 0.41, -0.51, 0.30, 0.42, 0.45, 0.30, 0.33, -1.75, 0.80, -0.75, -0.32, 0.37, 0.41, 0.41, -0.07, 0.35, -0.16, 0.48, 0.20, -0.93, 0.52, -0.92, -0.44, 0.15, 0.33, 0.21, 0.21, 0.24, 0.33, 0.08, 0.23, -1.55, 1.13, -1.34, -0.39, 0.38, 0.36, 0.39, -0.25, 0.45, 0.22, 0.33, 0.28, -0.81, 0.46, -1.52, -0.47, 0.34, -0.15, 0.35, 0.29, 0.37, 0.37, 0.38, 0.32, -1.32, 0.36, -0.97, -0.54, 0.34, 0.32, 0.36, 0.23, 0.35, 0.16, 0.33, 0.34, -1.36, 1.16, -1.48, -0.49, 0.40, 0.29, 0.34, -0.24, 0.37, 0.36, 0.35, 0.33, -1.35, 0.68, -1.43, -0.45, 0.35, 0.29, 0.39, 0.25, 0.37, 0.31, 0.37, 0.30, -1.12, 0.43, -1.17, -0.50, 0.20, 0.30, 0.39, 0.28, 0.25, 0.30, 0.39, 0.25],
  "smiles": "CCCCCCCCCC[PH2](CCCCN(CCCC)C(=S)SCCC)P(O)(O)=S.CC(C)O.CC(C)O.CC(C)O.CC(C)O.CC(C)O.CC(C)O.CC(C)O.CC(C)O",
  "max_force_ev_per_a": 0.66,
  "total_charge": 0,
  "total_energy_ev": -122583.933,
  "relative_energy_kcal_mol": 0.0,
  "orbital_gap_ev": 7.737,
  "e_lumo_ev": -0.047
}